This record from the Open Molecules 2025 dataset describes the ion C6H13O with charge -1 at a distorted geometry. The level of theory is ωB97M-V/def2-TZVPD.

Geometry as XYZ:
```
20
C6H13O ωB97M-V/def2-TZVPD
C -1.91675 -0.54912 -1.10146
C -0.74106 -0.27719 -0.14401
C -0.73270 -1.28088 1.00575
C 0.66234 -0.25052 -0.82606
C 1.73125 0.46335 0.06213
C 1.29790 1.80713 0.69684
O 0.23561 1.81125 1.51313
H -1.82102 -0.08994 -2.10061
H -2.77778 -0.11575 -0.57918
H -2.03781 -1.65493 -1.21073
H -0.74051 0.67685 0.41570
H -1.71692 -1.76240 1.18841
H -0.45661 -0.74771 1.91469
H -0.07230 -2.13163 0.82315
H 0.77166 -1.32285 -1.03972
H 0.61520 0.34010 -1.75117
H 2.63706 0.54910 -0.56613
H 1.90213 -0.24486 0.88707
H 2.15061 2.38846 1.08512
H 1.00970 2.39152 -0.27291
```

## Properties
charge: -1
orbital gap: 6.3500 eV
max |F|: 2.83 eV/A
E_HOMO: -2.336 eV
energy above the lowest of the compared OMol25 structures with the same formula, charge and spin: 12.5 kcal/mol